DFT (ωB97M-V/def2-TZVPD) results for C21H26N3RuSSi as an isolated structure at a distorted geometry.

```
53
Properties=species:S:1:pos:R:3:forces:R:3:mulliken_charge:R:1
Ru -0.618795 0.603358 -0.409268 -0.934 0.323 -0.877 0.202
S -0.423390 0.775246 1.872897 0.191 -0.032 0.371 -0.246
C -0.204784 2.462338 1.418178 0.146 -0.025 0.117 0.739
C -0.175376 3.612308 2.178571 0.006 0.091 -0.026 -0.946
C 0.006737 4.809575 1.500038 -0.006 -0.024 -0.041 -0.207
C 0.142769 4.817454 0.110492 0.041 0.083 0.071 -0.865
C 0.084059 3.630100 -0.581425 0.063 -0.176 -0.058 -0.322
N -0.079717 2.469209 0.080304 0.045 0.309 0.273 0.063
H -0.291574 3.568923 3.253090 0.001 0.006 -0.020 0.535
H 0.039026 5.741496 2.049958 0.011 -0.007 -0.004 0.470
H 0.291322 5.740538 -0.431931 -0.009 0.002 0.021 0.489
H 0.174421 3.586135 -1.659091 -0.062 -0.016 -0.002 0.516
N 3.917659 -1.366672 -1.067077 -0.069 0.051 0.033 -0.118
C 3.125333 -1.667359 0.184384 0.062 0.064 -0.116 -0.901
C 1.645024 -1.448678 -0.081247 -0.017 -0.059 -0.171 -0.599
N 1.366486 -0.068659 -0.564414 0.032 -0.021 0.717 0.359
C 2.126076 0.186619 -1.812202 -0.069 -0.106 -0.038 -0.643
C 3.623065 0.017036 -1.593496 0.025 -0.094 0.047 -0.869
H 3.709980 -2.065340 -1.786320 0.014 -0.023 -0.014 0.391
H 4.919264 -1.455858 -0.872285 0.020 0.005 0.006 0.371
H 3.501317 -0.999942 0.959827 0.007 0.006 0.016 0.377
H 3.330148 -2.694143 0.480737 -0.017 -0.022 -0.006 0.444
H 1.090068 -1.634960 0.834921 0.011 0.047 0.053 0.353
H 1.281579 -2.145499 -0.840284 -0.057 -0.006 0.013 0.414
H 1.708808 0.572471 0.156633 0.195 -0.080 0.002 0.347
H 1.935846 1.197113 -2.169991 0.011 0.038 0.042 0.315
H 1.765115 -0.507949 -2.574172 -0.028 0.017 -0.017 0.428
H 4.004689 0.716931 -0.850036 0.007 0.023 -0.005 0.381
H 4.176716 0.157994 -2.519723 -0.003 -0.009 -0.020 0.436
C -3.126343 -2.516002 -3.518514 -0.005 -0.055 0.017 -0.489
C -3.866133 -2.846964 -2.389111 0.001 0.002 -0.012 -0.750
C -3.643591 -2.189258 -1.188620 0.093 -0.102 -0.027 -0.781
C -2.704310 -1.145261 -1.116368 0.297 -0.230 -0.052 1.035
C -1.937704 -0.866771 -2.264426 -0.039 0.107 -0.137 -0.055
C -2.139261 -1.537304 -3.457433 0.008 -0.165 0.098 -0.979
Si -2.823843 -0.123857 0.402188 0.039 -0.535 0.189 0.172
C -3.269931 1.592959 0.143329 0.268 0.325 -0.201 0.726
C -3.875838 2.285931 1.216835 0.262 0.137 0.080 -0.717
C -4.338099 3.570088 1.029487 0.027 -0.012 0.028 -0.798
C -4.161904 4.202823 -0.203996 0.010 -0.003 -0.033 -0.458
C -3.536778 3.551834 -1.260619 -0.017 0.054 0.056 -0.801
C -3.108161 2.245123 -1.098355 -0.250 -0.045 -0.074 0.243
H -3.311161 -3.031393 -4.452039 -0.006 0.005 0.007 0.444
H -4.625118 -3.616318 -2.445136 0.012 0.012 -0.005 0.454
H -4.234260 -2.462533 -0.320027 0.023 0.013 -0.020 0.412
H -1.139196 -0.103556 -2.307242 -0.136 0.227 -0.198 0.608
H -1.547606 -1.303557 -4.332263 -0.015 0.014 0.004 0.462
H -3.110772 -0.797744 1.665504 -0.163 -0.005 -0.029 0.027
H -4.004308 1.805093 2.180313 0.006 -0.006 -0.019 0.451
H -4.842011 4.085572 1.836092 -0.032 -0.002 -0.023 0.470
H -4.543661 5.206219 -0.345043 0.023 0.003 0.006 0.486
H -3.433809 4.046459 -2.217451 0.002 -0.009 0.009 0.506
H -2.729571 1.716032 -1.963774 -0.022 -0.094 -0.034 0.416
```
Forces are in eV/Å.

HOMO-LUMO gap (alpha / beta) in eV: 6.8 / 6.8
Charge: +3
Electronic energy in Ha: -1761.650211
ΔE to the lowest compared entry with this formula, charge and spin in eV: 0.968
Max |F| in eV/Å: 1.3



DFT (ωB97M-V/def2-TZVPD) results for C4H11BS as an isolated structure at a distorted geometry.

```
17
Properties=species:S:1:pos:R:3:forces:R:3:mulliken_charge:R:1
B -0.771399 2.013010 -0.279852 -2.641 -1.674 2.182 0.017
C 1.781404 0.094440 0.895777 -1.762 1.466 -2.804 -1.369
C 0.779011 -0.146797 -0.254872 2.230 0.479 -1.599 0.242
C -0.227759 -1.132006 0.147452 1.482 -1.337 0.404 -0.603
C -1.487559 -1.132765 -0.687696 0.629 0.799 0.574 -0.893
S -2.597074 0.237506 -0.219318 2.466 2.200 -0.096 -0.273
H -0.978476 2.545788 -1.247179 0.349 0.411 -1.784 -0.034
H -0.561165 2.605917 0.759868 0.309 -0.937 -0.459 -0.027
H 1.127668 0.167430 1.687145 -0.727 0.477 2.494 0.420
H 2.270449 1.023157 0.674976 0.799 0.222 0.374 0.361
H 2.376635 -0.752731 0.968937 1.432 -1.272 0.231 0.422
H 1.422808 -0.462481 -1.165963 -1.588 0.881 0.868 0.371
H 0.155532 0.808694 -0.546585 0.714 -0.089 -0.093 -0.025
H -0.498039 -0.797853 1.118846 -0.511 -0.285 1.198 0.392
H 0.523987 -2.029502 0.283746 -2.256 0.633 -0.452 0.265
H -1.203037 -1.118700 -1.714746 -0.250 -0.144 -0.965 0.366
H -2.112989 -1.923105 -0.420532 -0.675 -1.829 -0.074 0.368
```
Forces are in eV/Å.

HOMO-LUMO gap in eV: 7.8
Electronic energy in Ha: -581.897243
ΔE to the lowest compared entry with this formula, charge and spin in eV: 3.705
Max |F| in eV/Å: 3.8



DFT (ωB97M-V/def2-TZVPD) results for one molecule with the formula C4H8O2.

```
14
Properties=species:S:1:pos:R:3:forces:R:3:mulliken_charge:R:1
C 1.255558 0.578630 -1.592185 0.165 0.120 -0.167 -0.792
O 0.426788 -0.267170 -0.828296 -0.003 -0.047 0.046 -0.399
C 0.081625 0.262393 0.420598 0.062 0.106 0.095 -0.025
C -1.385776 0.355636 0.749230 -0.138 0.092 -0.026 -0.564
C -0.534263 -0.745471 1.331620 0.047 0.177 0.276 -0.109
O -0.667149 -2.041559 0.849243 0.092 -0.083 -0.196 -0.555
H 2.239233 0.699426 -1.116297 -0.124 -0.005 -0.075 0.316
H 0.807890 1.571574 -1.730813 -0.002 -0.141 0.006 0.316
H 1.385522 0.103194 -2.567210 0.000 0.095 0.149 0.248
H 0.780603 0.998951 0.815272 -0.094 -0.129 -0.060 0.368
H -2.058977 0.046637 -0.045676 0.096 0.051 0.112 0.243
H -1.740013 1.157316 1.391575 0.078 -0.136 -0.096 0.256
H -0.285804 -0.707815 2.389395 -0.072 0.009 -0.140 0.328
H -0.150616 -2.075099 0.029408 -0.107 -0.110 0.075 0.370
```
Forces are in eV/Å.

Structure (SMILES): CO[C@H]1C[C@H]1O
HOMO-LUMO gap in eV: 10.4
Electronic energy in Ha: -307.622950
ΔE to the lowest compared entry with this formula, charge and spin in eV: 2.435
Max |F| in eV/Å: 0.3



DFT (ωB97M-V/def2-TZVPD) results for C14H42Mn2NO10 as an isolated structure at a distorted geometry.

```
69
Properties=species:S:1:pos:R:3:forces:R:3:mulliken_spin:R:1
Mn 4.279780 -11.756380 -11.393946 -0.761 0.298 1.377 4.941
Mn 6.184538 -12.571789 -5.535031 0.043 0.805 -1.029 4.923
N 5.416041 -12.194149 -8.072497 -0.100 -0.237 0.626 -0.056
O 4.688646 -11.913309 -7.070411 0.100 0.081 -0.630 0.038
O 6.484713 -12.789460 -7.827148 -0.138 0.251 -0.307 0.025
O 5.058605 -11.902929 -9.222287 0.183 -0.073 0.221 -0.003
C 6.430954 -8.800004 -4.134118 -0.253 0.209 0.206 0.001
C 6.164478 -9.421960 -5.482428 0.049 0.403 0.237 0.004
O 6.987184 -10.617376 -5.669145 -0.309 -0.470 -0.059 0.003
H 5.880228 -7.860455 -4.049592 -0.070 -0.077 -0.019 0.000
H 7.476728 -8.547770 -3.961731 0.074 -0.138 -0.207 0.000
H 6.091937 -9.448797 -3.324952 0.036 -0.002 0.001 0.000
H 6.378774 -8.725573 -6.295008 0.227 -0.121 -0.016 0.001
H 5.117172 -9.703674 -5.598000 0.046 -0.220 0.082 0.003
H 7.912489 -10.317298 -5.924817 0.146 -0.541 -0.021 0.000
C 8.087310 -15.634526 -8.253078 0.352 0.766 0.015 0.001
C 9.459157 -15.131735 -7.788282 -0.077 -0.446 -0.162 -0.003
O 9.986884 -15.888011 -6.706276 -0.400 0.108 -0.376 0.000
H 8.155647 -16.649666 -8.637400 -0.226 -0.111 0.208 0.000
H 7.727852 -14.978451 -9.052506 0.070 -0.088 -0.122 0.000
H 7.372646 -15.512859 -7.436041 -0.055 -0.492 0.031 0.005
H 9.363423 -14.096655 -7.454755 0.165 0.034 0.075 0.003
H 10.162612 -15.170197 -8.624513 -0.029 0.242 -0.049 0.000
H 10.220031 -16.746549 -7.083738 0.139 0.016 0.368 0.000
C 5.556249 -15.174793 -13.049744 -0.228 -0.143 -0.110 0.007
C 5.356189 -14.813356 -11.593973 0.273 -0.641 -0.367 0.000
O 4.269425 -13.812253 -11.460668 0.234 -0.214 0.135 0.006
H 5.506119 -14.303950 -13.705112 0.221 0.085 0.084 -0.002
H 4.785195 -15.866620 -13.392952 -0.023 0.043 0.056 0.000
H 6.511926 -15.675895 -13.199823 0.044 0.083 0.065 0.001
H 6.258256 -14.448834 -11.104998 -0.173 0.513 -0.078 0.000
H 5.045703 -15.690412 -11.024346 -0.088 0.106 0.050 0.002
H 3.453548 -14.331455 -11.417885 -0.122 0.392 -0.126 0.006
C 5.439764 -8.517695 -9.575740 0.488 0.142 -0.274 0.005
C 4.050690 -8.979852 -9.962189 0.392 0.902 0.955 0.007
O 4.047979 -9.626876 -11.265225 0.014 -0.304 -0.347 0.027
H 6.203802 -9.296018 -9.654585 -0.187 -0.172 0.274 -0.002
H 5.428054 -8.091805 -8.571347 -0.049 -0.210 0.056 0.000
H 5.809164 -7.707056 -10.211148 -0.283 -0.020 -0.114 0.001
H 3.417721 -8.089241 -9.975075 -0.260 -0.280 -0.389 0.003
H 3.622159 -9.662640 -9.234120 0.046 -0.283 -0.209 -0.006
H 4.138933 -8.911911 -11.916873 0.042 -0.426 -0.167 -0.001
C 4.194979 -15.680753 -7.187043 0.112 0.059 0.341 -0.003
C 3.951589 -14.833256 -5.957577 -1.145 -0.607 -0.098 0.007
O 5.197066 -14.387610 -5.352763 0.505 0.377 0.382 0.010
H 3.232132 -16.028914 -7.562633 0.030 -0.050 -0.006 0.000
H 4.786957 -16.550308 -6.898297 -0.015 -0.071 -0.239 0.000
H 4.718525 -15.138430 -7.976821 0.027 0.038 0.038 0.003
H 3.407772 -15.401612 -5.199545 0.251 -0.120 0.016 0.002
H 3.284526 -13.993329 -6.151436 0.590 0.411 -0.032 0.000
H 5.561782 -15.118160 -4.828403 -0.066 0.092 -0.073 0.002
C 1.221867 -11.867413 -8.187744 -0.401 0.458 -0.269 0.001
C 1.736640 -12.709169 -9.339149 0.051 -0.030 0.830 0.000
O 2.295194 -11.848663 -10.373773 -0.063 0.055 -0.696 0.036
H 1.967875 -11.178342 -7.795583 0.265 -0.248 0.067 0.000
H 0.815484 -12.476118 -7.380314 0.130 -0.120 -0.044 0.000
H 0.395857 -11.231491 -8.522805 -0.042 -0.145 -0.046 0.000
H 0.933567 -13.314413 -9.760228 0.100 -0.012 -0.132 0.003
H 2.546618 -13.362161 -9.010291 0.047 0.032 -0.156 0.003
H 1.537117 -11.375066 -10.754486 0.294 0.089 -0.023 -0.003
C 9.268336 -10.275317 -8.729201 0.095 -0.588 0.237 0.000
C 10.144298 -10.635734 -7.548748 0.436 0.127 -0.128 0.000
O 9.528678 -10.125364 -6.352550 -0.452 -0.064 0.441 -0.001
H 9.701631 -10.745440 -9.613171 -0.070 0.186 -0.098 0.000
H 9.213810 -9.197977 -8.863552 0.012 0.030 -0.031 0.000
H 8.265412 -10.689705 -8.587036 -0.051 0.064 -0.046 -0.001
H 11.130961 -10.183366 -7.683311 -0.103 0.098 0.165 0.000
H 10.321121 -11.710155 -7.436977 -0.264 0.006 -0.165 0.000
H 10.060118 -10.351989 -5.577637 0.170 0.161 -0.183 0.000
```
Forces are in eV/Å.

HOMO-LUMO gap (alpha / beta) in eV: 7.7 / 7.0
2S+1: 11
Charge: +3
Electronic energy in Ha: -3666.738104
ΔE to the lowest compared entry with this formula, charge and spin in eV: 0.000
Max |F| in eV/Å: 1.6